{"formula": "C2H3Cl2NO2", "method": "ωB97M-V/def2-TZVPD", "species": ["H", "N", "C", "Cl", "H", "O", "C", "O", "Cl", "H"], "coordinates": [[-0.53178, -2.39511, 2.80747], [-0.66341, -1.35769, 2.67791], [0.33122, -0.67534, 2.40010], [1.96522, -1.27395, 2.22295], [0.19284, 0.22723, 2.00337], [-0.50636, 3.24566, -3.35899], [0.30466, 2.96832, -2.59792], [1.12197, 2.67111, -1.83407], [-1.24762, -1.07041, -2.42839], [-0.96675, -2.33982, -1.89243]], "lowdin_charge": [0.08, 0.04, -0.70, 0.57, 0.01, 0.22, -0.43, 0.20, 0.15, -0.14], "homo_lumo_gap_ha": 0.4034, "homo_energy_ev": -10.75, "de_lowest_kj_mol": 53.2, "lumo_energy_ev": 0.223, "fmax_ev_per_a": 4.17, "smiles": "[H]/N=C\\Cl.O=C=O.Cl"}

{"formula": "C2H3Cl2NO3", "method": "ωB97M-V/def2-TZVPD", "species": ["O", "N", "O", "O", "C", "C", "Cl", "Cl", "H", "H", "H"], "coordinates": [[-0.35182, -2.80241, 2.34920], [-0.63008, -1.65064, 2.41125], [-0.99874, -1.09548, 1.16830], [0.22298, -0.40264, 0.73139], [-0.30939, 0.58356, -0.14926], [0.64754, 0.77684, -1.32178], [0.11161, 2.07055, -2.42725], [2.28536, 0.95214, -0.67610], [-0.39439, 1.52351, 0.41804], [-1.23492, 0.15105, -0.54732], [0.65185, -0.10649, -1.95648]], "lowdin_charge": [0.10, -0.01, -0.12, -0.13, -0.30, -1.08, 0.59, 0.63, 0.13, 0.13, 0.06], "homo_lumo_gap_ha": 0.3475, "homo_energy_ev": -10.62, "de_lowest_kj_mol": 220.2, "lumo_energy_ev": -1.163, "fmax_ev_per_a": 3.21, "smiles": "O=NOOCC(Cl)Cl"}

{"formula": "C2H3Cl2NOS", "method": "ωB97M-V/def2-TZVPD", "species": ["C", "C", "N", "O", "S", "Cl", "Cl", "H", "H", "H"], "coordinates": [[-1.21843, 0.37717, -0.21890], [1.25097, -0.06009, 0.18829], [-1.76330, -0.75738, -0.10773], [-1.34342, 1.50655, -0.47777], [1.79440, 1.26701, 1.17148], [2.06727, -0.03074, -1.36018], [1.16046, -1.61682, 1.00875], [-1.42117, -1.71337, 0.06703], [-2.71975, -0.96119, -0.47035], [2.19298, 1.98885, 0.19939]], "lowdin_charge": [-0.40, -1.60, 0.15, 0.13, 0.66, 0.50, 0.49, 0.10, 0.15, -0.19], "homo_lumo_gap_ha": [0.2731, 0.2629], "homo_energy_ev": [-7.46, -7.31], "de_lowest_kj_mol": 322.5, "lumo_energy_ev": [-0.031, -0.157], "fmax_ev_per_a": 5.54}

{"formula": "C2H3Cl2OP", "method": "ωB97M-V/def2-TZVPD", "species": ["O", "C", "P", "C", "Cl", "Cl", "H", "H", "H"], "coordinates": [[1.48103, -0.57202, -1.27530], [0.69950, -0.41816, -0.40635], [0.85162, -0.58341, 1.35422], [-1.05049, 0.06936, -0.70378], [-2.05570, 0.08473, 0.77289], [-0.90690, 1.73103, -1.31763], [0.41249, 0.70024, 1.55917], [2.10650, -0.26796, 1.31270], [-1.53806, -0.74379, -1.29590]], "lowdin_charge": [0.04, -0.71, 0.86, -1.05, 0.49, 0.55, -0.09, -0.14, 0.06], "homo_lumo_gap_ha": 0.3614, "homo_energy_ev": -9.36, "de_lowest_kj_mol": 301.9, "lumo_energy_ev": 0.470, "fmax_ev_per_a": 3.43, "smiles": "O=C(P)C(Cl)Cl"}

{"formula": "C2H3Cl2P", "method": "ωB97M-V/def2-TZVPD", "species": ["Cl", "C", "C", "P", "Cl", "H", "H", "H"], "coordinates": [[0.65564, 2.26692, -0.62412], [-0.23401, 0.67693, -0.59922], [0.74888, -0.29414, -1.11511], [0.45636, -1.37551, -2.36312], [2.38129, -1.94803, -2.63374], [-1.12975, 0.71148, -1.22451], [-0.53438, 0.52332, 0.43637], [1.74673, -0.16531, -0.69811]], "lowdin_charge": [0.52, -0.65, -0.66, 0.53, 0.11, 0.06, 0.07, 0.03], "homo_lumo_gap_ha": 0.3354, "homo_energy_ev": -9.49, "de_lowest_kj_mol": 59.4, "lumo_energy_ev": -0.364, "fmax_ev_per_a": 1.36, "smiles": "ClC/C=P/Cl"}

{"formula": "C2H3Cl2P", "method": "ωB97M-V/def2-TZVPD", "species": ["C", "C", "P", "Cl", "Cl", "H", "H", "H"], "coordinates": [[1.10235, -0.32482, -0.10996], [-1.16917, -0.31680, 0.62245], [1.26506, 1.24902, -0.58120], [-1.66802, 1.33911, 0.53216], [-2.16628, -1.35538, -0.33194], [1.06448, -1.30215, -0.45552], [-0.99654, -0.56288, 1.70448], [2.56813, 1.27391, -1.38047]], "lowdin_charge": [-0.41, -1.15, 0.70, 0.46, 0.53, -0.06, 0.03, -0.11], "homo_lumo_gap_ha": [0.3001, 0.3002], "homo_energy_ev": [-8.75, -8.75], "de_lowest_kj_mol": 498.7, "lumo_energy_ev": [-0.585, -0.584], "fmax_ev_per_a": 4.38}

{"formula": "C2H3Cl2PS", "method": "ωB97M-V/def2-TZVPD", "species": ["C", "C", "P", "S", "Cl", "Cl", "H", "H", "H"], "coordinates": [[0.97879, 0.55793, 0.88582], [0.04027, 0.68574, -0.06948], [-0.89276, -0.72589, -0.75068], [1.39493, -2.97587, -0.12911], [-2.58748, -0.27104, 0.18469], [-1.24054, 0.17069, -2.48246], [1.36973, 1.36596, 1.61871], [1.08637, -0.36370, 1.37432], [-0.14931, 1.55618, -0.63181]], "lowdin_charge": [-0.07, -0.51, 0.01, 0.02, 0.22, 0.23, 0.10, -0.02, 0.01], "homo_lumo_gap_ha": [0.2581, 0.2582], "homo_energy_ev": [-9.62, -9.69], "de_lowest_kj_mol": 373.7, "lumo_energy_ev": [-2.602, -2.667], "fmax_ev_per_a": 2.86}

{"formula": "C2H3Cl3NO2P", "method": "ωB97M-V/def2-TZVPD", "species": ["C", "N", "C", "O", "Cl", "P", "O", "Cl", "Cl", "H", "H", "H"], "coordinates": [[0.05312, -0.00678, 0.09885], [1.48666, 0.21030, 0.41931], [1.72356, 0.75855, 1.60315], [0.84179, 1.05321, 2.37321], [3.33652, 1.18027, 1.88002], [2.75292, -0.24241, -0.64495], [3.70005, -1.05618, 0.11198], [3.54405, 1.32694, -1.57975], [1.81971, -1.23593, -2.02194], [-0.07994, 0.31959, -1.04358], [-0.32529, -1.01967, 0.35727], [-0.49257, 0.63096, 0.86607]], "lowdin_charge": [-0.10, -0.28, -0.99, 0.02, 0.80, -0.22, -0.40, 0.38, 0.48, 0.10, 0.09, 0.10], "homo_lumo_gap_ha": 0.4021, "homo_energy_ev": -10.71, "de_lowest_kj_mol": 20.2, "lumo_energy_ev": 0.230, "fmax_ev_per_a": 3.10, "smiles": "CN(C(=O)Cl)P(=O)(Cl)Cl"}

{"formula": "C2H3Cl3O3P", "method": "ωB97M-V/def2-TZVPD", "species": ["O", "P", "O", "C", "O", "C", "Cl", "Cl", "Cl", "H", "H", "H"], "coordinates": [[0.26574, -1.78333, 1.17163], [0.39952, -0.70104, 0.21524], [0.48779, -1.32873, -1.31100], [1.57123, 0.49089, 0.49705], [1.68780, 1.68099, -0.14452], [-1.34924, 0.08982, -0.04022], [-2.70080, -1.04632, -0.61175], [-1.29944, 1.46220, -1.28991], [-1.81357, 0.82194, 1.43705], [0.66037, -2.17037, -1.06730], [1.32238, 0.59032, 1.70339], [0.76822, 1.89362, -0.55965]], "lowdin_charge": [-0.35, 0.30, -0.18, -0.48, -0.22, -1.57, 0.41, 0.48, 0.55, -0.02, 0.07, 0.01], "homo_lumo_gap_ha": 0.2255, "homo_energy_ev": -2.98, "total_charge": -1, "de_lowest_kj_mol": 119.4, "lumo_energy_ev": 3.161, "fmax_ev_per_a": 4.98, "smiles": "[O-][P@](O)(=CO)C(Cl)(Cl)Cl"}

{"formula": "C2H3Cl3OP", "method": "ωB97M-V/def2-TZVPD", "species": ["C", "C", "O", "P", "Cl", "Cl", "Cl", "H", "H", "H"], "coordinates": [[0.26280, -1.03632, -1.37020], [0.24215, 0.40859, -1.23112], [-0.21169, -0.18731, -0.20723], [3.41425, -2.10743, 0.60611], [3.02184, -4.08800, 0.70187], [4.01723, -1.94155, -1.35493], [4.97769, -1.86463, 1.81064], [-0.47151, -1.34079, -2.10711], [1.27814, -1.42719, -1.02725], [0.11778, 1.41185, -1.73482]], "lowdin_charge": [0.10, 0.14, 0.20, -0.35, 0.16, 0.12, 0.21, 0.15, 0.07, 0.21], "homo_lumo_gap_ha": 0.2144, "homo_energy_ev": -13.06, "total_charge": 1, "de_lowest_kj_mol": 287.5, "lumo_energy_ev": -7.229, "fmax_ev_per_a": 3.26}

{"formula": "C2H3ClCrN", "method": "ωB97M-V/def2-TZVPD", "species": ["Cr", "Cl", "C", "C", "N", "H", "H", "H"], "coordinates": [[-3.45792, 1.71875, 1.06966], [-2.62242, 0.52410, -0.73127], [0.85829, -0.72252, 0.25261], [1.31171, 0.27273, -0.71375], [1.67267, 1.06776, -1.44474], [-0.22619, -0.81902, 0.28160], [1.15516, -0.35174, 1.23544], [1.30871, -1.69006, 0.05044]], "lowdin_spin": [4.08, -0.08, 0.00, 0.00, 0.00, 0.00, 0.00, 0.00], "homo_lumo_gap_ha": [0.2010, 0.2442], "s_squared": 6.0739, "homo_energy_ev": [-14.25, -14.25], "total_charge": 1, "de_lowest_kj_mol": 3.8, "spin_multiplicity": 5, "lumo_energy_ev": [-8.780, -7.606], "fmax_ev_per_a": 2.42}

{"formula": "C2H3ClF2O", "method": "ωB97M-V/def2-TZVPD", "species": ["C", "C", "O", "F", "F", "Cl", "H", "H", "H"], "coordinates": [[0.94509, -0.15164, -0.38974], [-1.53742, 1.31664, 0.24859], [0.19437, -1.07384, 0.34083], [-1.88670, 0.75619, 1.43135], [-2.26289, 0.72311, -0.59328], [2.61927, 0.06076, 0.31401], [1.05784, -0.41297, -1.40120], [0.20918, 0.71527, -0.35899], [0.66126, -1.93353, 0.40844]], "lowdin_charge": [-0.64, -0.09, -0.14, 0.03, 0.13, 0.52, 0.06, 0.03, 0.10], "homo_lumo_gap_ha": 0.3904, "homo_energy_ev": -10.69, "de_lowest_kj_mol": 266.8, "lumo_energy_ev": -0.066, "fmax_ev_per_a": 2.58}